The following is a DFT calculation (the ωB97M-V functional and the def2-TZVPD basis) of the ion CH3ClN3S with charge +1 at a distorted geometry.

Properties
total charge: +1
energy relative to the best compared isomer or geometry (same formula, charge and spin): 50.0 kcal/mol
E_LUMO (alpha / beta): -6.399 / -6.399 eV
highest occupied orbital energy (alpha / beta): -13.647 / -13.648 eV
spin multiplicity: 1

Last column: Mulliken charge in e.
CARTESIAN COORDINATES (ANGSTROEM)
C (-0.85, 0.79, -0.83)  -0.061
N (1.05, 0.62, 2.04)  -0.468
N (-0.51, 0.71, 0.40)  0.180
N (0.27, 0.31, 1.21)  0.184
S (0.23, -0.06, -1.97)  0.161
Cl (2.07, 0.76, -1.35)  -0.026
H (-1.51, 1.41, -1.36)  0.434
H (1.18, 0.09, 2.91)  0.310
H (0.34, -1.18, -1.29)  0.286

***

The following is a DFT calculation (the ωB97M-V functional and the def2-TZVPD basis) of a cluster of 2 separate species, CH3ClNO2S in total at a distorted geometry.

Properties
total charge: -1
energy relative to the best compared isomer or geometry (same formula, charge and spin): 36.5 kcal/mol
E_LUMO: 3.388 eV
highest occupied orbital energy: -3.015 eV
spin multiplicity: 1

Last column: Mulliken charge in e.
CARTESIAN COORDINATES (ANGSTROEM)
C (-1.02, 0.03, -0.41)  -0.077
N (-1.91, 0.74, -0.90)  -0.485
O (3.44, -0.85, -0.97)  -0.592
O (1.76, 0.65, -0.11)  -0.651
S (3.11, 0.11, 0.08)  0.216
Cl (-1.24, -1.59, 0.11)  -0.204
H (-0.09, 0.56, -0.32)  0.586
H (-2.81, 0.38, -1.05)  0.222
H (2.95, -0.74, 1.29)  -0.013

***

The following is a DFT calculation (the ωB97M-V functional and the def2-TZVPD basis) of an isolated molecule of CH3ClO2S at a distorted geometry.

Properties
energy relative to the best compared isomer or geometry (same formula, charge and spin): 51.0 kcal/mol
E_LUMO: -0.205 eV
highest occupied orbital energy: -10.026 eV
spin multiplicity: 1

Last column: Mulliken charge in e.
CARTESIAN COORDINATES (ANGSTROEM)
C (-0.35, 0.38, -0.93)  -0.292
O (-1.77, -1.42, 0.22)  -0.546
O (0.34, -0.39, -0.17)  -0.463
S (-2.29, -0.43, -0.74)  0.475
Cl (-3.40, 0.86, 0.44)  -0.154
H (-0.44, 1.48, -0.48)  0.250
H (-0.17, 0.40, -1.96)  0.300
H (-0.32, -1.22, 0.08)  0.430

***

The following is a DFT calculation (the ωB97M-V functional and the def2-TZVPD basis) of a cluster of 2 separate species, CH3ClO2S in total at a distorted geometry.

Properties
energy relative to the best compared isomer or geometry (same formula, charge and spin): 39.8 kcal/mol
E_LUMO: -0.081 eV
highest occupied orbital energy: -9.666 eV
spin multiplicity: 1

Last column: Mulliken charge in e.
CARTESIAN COORDINATES (ANGSTROEM)
C (1.58, -0.33, -0.30)  0.011
O (-0.72, -0.43, 0.70)  -0.646
O (1.39, 1.00, -0.22)  -0.412
S (0.35, -1.28, 0.20)  0.295
Cl (-3.30, 0.64, -0.21)  -0.257
H (-2.43, -0.05, 0.22)  0.292
H (2.53, -0.69, -0.68)  0.347
H (0.59, 1.13, 0.29)  0.371

***

The following is a DFT calculation (the ωB97M-V functional and the def2-TZVPD basis) of a cluster of 2 separate species, CH3ClO3S2 in total at a distorted geometry.

Properties
energy relative to the best compared isomer or geometry (same formula, charge and spin): 34.8 kcal/mol
E_LUMO (alpha / beta): -2.435 / -1.691 eV
highest occupied orbital energy (alpha / beta): -9.344 / -9.782 eV
spin multiplicity: 1

Last column: Mulliken charge in e.
CARTESIAN COORDINATES (ANGSTROEM)
C (0.35, 0.60, 0.43)  -0.762
O (-3.69, -1.96, 0.48)  -0.355
O (-1.70, 1.49, -1.12)  -0.467
O (-1.68, 2.18, 1.22)  -0.496
S (-3.98, -0.60, 0.88)  0.464
S (-1.48, 1.09, 0.27)  0.834
Cl (-4.42, 0.49, -0.78)  -0.103
H (0.32, -0.42, -0.10)  0.274
H (0.79, 1.32, -0.25)  0.310
H (0.66, 0.44, 1.51)  0.302

***

The following is a DFT calculation (the ωB97M-V functional and the def2-TZVPD basis) of an isolated molecule of CH3ClOSi at a distorted geometry.

Properties
energy relative to the best compared isomer or geometry (same formula, charge and spin): 16.4 kcal/mol
SMILES string: O=C[SiH2]Cl
E_LUMO: -0.110 eV
highest occupied orbital energy: -9.880 eV
spin multiplicity: 1

Last column: Mulliken charge in e.
CARTESIAN COORDINATES (ANGSTROEM)
C (0.56, -1.03, -0.26)  -0.014
O (1.70, -1.35, -0.52)  -0.412
Si (-0.17, 0.73, 0.12)  0.468
Cl (-2.12, 0.58, -0.67)  -0.245
H (-0.21, -1.74, -0.34)  0.333
H (-0.20, 0.77, 1.83)  -0.052
H (0.43, 2.04, -0.16)  -0.078

***

The following is a DFT calculation (the ωB97M-V functional and the def2-TZVPD basis) of an isolated molecule of CH3F.

Properties
energy relative to the best compared isomer or geometry (same formula, charge and spin): 0.0 kcal/mol
SMILES string: CF
E_LUMO: 1.198 eV
highest occupied orbital energy: -12.291 eV
spin multiplicity: 1

Last column: Mulliken charge in e.
CARTESIAN COORDINATES (ANGSTROEM)
C (-0.06, 0.00, 0.01)  -0.280
H (-0.54, -0.08, 0.99)  0.191
H (-0.34, 0.97, -0.44)  0.175
H (-0.40, -0.88, -0.58)  0.176
F (1.33, -0.01, 0.02)  -0.261

***

The following is a DFT calculation (the ωB97M-V functional and the def2-TZVPD basis) of a cluster of 2 separate species, CH3F2NO2S in total at a distorted geometry.

Properties
energy relative to the best compared isomer or geometry (same formula, charge and spin): 84.8 kcal/mol
<S²>: 2.007
E_LUMO (alpha / beta): 0.847 / -2.543 eV
highest occupied orbital energy (alpha / beta): -8.027 / -11.808 eV
spin multiplicity: 3

Last column: Mulliken spin population.
CARTESIAN COORDINATES (ANGSTROEM)
C (-1.52, 0.04, -0.01)  0.153
N (1.70, -0.93, -0.66)  0.856
O (0.49, 0.94, 1.39)  0.217
O (0.27, 1.75, -1.08)  0.199
F (2.69, -0.49, 0.11)  0.075
F (1.26, -2.02, 0.06)  0.059
S (0.18, 0.81, -0.01)  0.434
H (-1.60, -0.25, -0.95)  -0.006
H (-1.38, -0.65, 0.75)  0.000
H (-2.07, 0.80, 0.41)  0.012

***

The following is a DFT calculation (the ωB97M-V functional and the def2-TZVPD basis) of a cluster of 4 separate species, CH3F3OP in total at a distorted geometry.

Properties
total charge: +1
energy relative to the best compared isomer or geometry (same formula, charge and spin): 72.3 kcal/mol
<S²>: 2.008
E_LUMO (alpha / beta): -7.198 / -12.712 eV
highest occupied orbital energy (alpha / beta): -10.506 / -15.762 eV
spin multiplicity: 3

Last column: Mulliken spin population.
CARTESIAN COORDINATES (ANGSTROEM)
C (-1.03, -0.14, 1.00)  0.428
O (-1.61, -0.70, 0.22)  0.145
F (1.64, 0.57, -0.61)  0.143
F (0.28, -0.64, -2.00)  0.135
F (1.52, -1.71, -0.38)  0.130
P (1.82, -0.70, -1.59)  0.711
H (-1.08, 1.34, 0.84)  0.032
H (-0.38, -0.20, 1.88)  0.036
H (-1.15, 2.20, 0.64)  0.239

***

The following is a DFT calculation (the ωB97M-V functional and the def2-TZVPD basis) of the ion CH3F3P with charge +1 at a distorted geometry.

Properties
total charge: +1
energy relative to the best compared isomer or geometry (same formula, charge and spin): 49.1 kcal/mol
E_LUMO: -6.786 eV
highest occupied orbital energy: -19.457 eV
spin multiplicity: 1

Last column: Mulliken charge in e.
CARTESIAN COORDINATES (ANGSTROEM)
C (0.25, -0.07, 0.02)  -0.747
F (2.57, 0.56, 1.32)  -0.080
F (2.62, 1.13, -1.14)  -0.109
F (2.97, -1.50, -0.14)  -0.319
P (1.98, 0.22, -0.02)  1.186
H (0.07, -1.12, 0.46)  0.345
H (0.01, 0.02, -1.00)  0.333
H (-0.39, 0.55, 0.57)  0.392

***

The following is a DFT calculation (the ωB97M-V functional and the def2-TZVPD basis) of a cluster of 2 separate species, CH3FN2O in total at a distorted geometry.

Properties
energy relative to the best compared isomer or geometry (same formula, charge and spin): 84.9 kcal/mol
SMILES string: N#CNO.F
E_LUMO: -1.125 eV
highest occupied orbital energy: -10.428 eV
spin multiplicity: 1

Last column: Mulliken charge in e.
CARTESIAN COORDINATES (ANGSTROEM)
C (-0.37, 1.06, -0.16)  0.301
N (0.80, 0.32, -0.26)  -0.279
N (-1.29, 1.73, 0.00)  -0.330
O (1.96, -0.46, 0.59)  -0.328
F (-2.44, -1.28, 0.07)  -0.402
H (0.79, -0.17, -1.15)  0.280
H (2.70, -0.25, 0.02)  0.362
H (-2.15, -0.95, 0.89)  0.395

***

The following is a DFT calculation (the ωB97M-V functional and the def2-TZVPD basis) of an isolated molecule of CH3FN2O at a distorted geometry.

Properties
energy relative to the best compared isomer or geometry (same formula, charge and spin): 54.6 kcal/mol
SMILES string: NC(=O)NF
E_LUMO: 0.429 eV
highest occupied orbital energy: -9.731 eV
spin multiplicity: 1

Last column: Mulliken charge in e.
CARTESIAN COORDINATES (ANGSTROEM)
C (0.21, -0.40, 0.04)  0.501
N (-1.11, -0.57, 0.04)  -0.367
N (0.79, 0.89, 0.13)  -0.071
O (0.97, -1.54, 0.05)  -0.608
F (2.19, 0.99, 0.02)  -0.156
H (-1.72, 0.23, -0.16)  0.209
H (-1.69, -1.40, -0.13)  0.243
H (0.37, 1.81, 0.01)  0.249

***

The following is a DFT calculation (the ωB97M-V functional and the def2-TZVPD basis) of an isolated molecule of CH3FN2O2 at a distorted geometry.

Properties
energy relative to the best compared isomer or geometry (same formula, charge and spin): 74.0 kcal/mol
<S²>: 2.008
E_LUMO (alpha / beta): 0.831 / -3.299 eV
highest occupied orbital energy (alpha / beta): -6.276 / -10.966 eV
spin multiplicity: 3

Last column: Mulliken spin population.
CARTESIAN COORDINATES (ANGSTROEM)
C (0.15, -0.09, 0.03)  -0.015
N (1.42, -0.63, 0.54)  0.733
N (2.69, 0.39, 0.05)  0.453
O (2.38, 1.53, 0.09)  0.355
O (3.63, -0.24, -0.18)  0.357
F (1.75, -1.79, -0.11)  0.063
H (0.17, 0.29, -1.06)  0.030
H (-0.68, -0.67, 0.22)  0.018
H (0.07, 0.82, 0.52)  0.006

***

The following is a DFT calculation (the ωB97M-V functional and the def2-TZVPD basis) of a cluster of 2 separate species, CH3FNO2S in total at a distorted geometry.

Properties
total charge: -1
energy relative to the best compared isomer or geometry (same formula, charge and spin): 71.5 kcal/mol
E_LUMO: 3.979 eV
highest occupied orbital energy: -4.609 eV
spin multiplicity: 1

Last column: Mulliken charge in e.
CARTESIAN COORDINATES (ANGSTROEM)
C (0.19, -0.69, 1.29)  -0.252
N (-0.74, 0.94, -0.77)  -0.636
O (1.44, -0.24, -1.14)  -0.656
O (1.32, 1.50, 0.58)  -0.635
F (-1.30, -1.55, 0.27)  -0.629
S (0.68, 0.35, -0.05)  1.066
H (0.87, -1.55, 1.20)  0.127
H (-1.05, 0.18, -1.36)  0.308
H (-1.41, 1.05, -0.02)  0.307

***

The following is a DFT calculation (the ωB97M-V functional and the def2-TZVPD basis) of a structure of composition CH3FNOPS at a distorted geometry.

Properties
energy relative to the best compared isomer or geometry (same formula, charge and spin): 39.2 kcal/mol
E_LUMO: 0.257 eV
highest occupied orbital energy: -9.080 eV
spin multiplicity: 1

Last column: Mulliken charge in e.
CARTESIAN COORDINATES (ANGSTROEM)
C (0.41, 0.98, -0.34)  0.547
N (1.24, 1.00, -1.39)  -0.231
O (-0.20, 2.07, -0.32)  -0.404
F (1.74, 2.97, -3.28)  -0.397
P (-0.21, -0.24, 0.90)  -0.134
S (0.61, 2.65, -1.96)  0.247
H (1.69, 0.20, -1.73)  0.209
H (0.43, 0.38, 2.11)  0.096
H (-1.21, 0.59, 1.15)  0.068

***

The following is a DFT calculation (the ωB97M-V functional and the def2-TZVPD basis) of an isolated molecule of CH3FO3S2 at a distorted geometry.

Properties
energy relative to the best compared isomer or geometry (same formula, charge and spin): 127.0 kcal/mol
E_LUMO: -1.273 eV
highest occupied orbital energy: -9.772 eV
spin multiplicity: 1

Last column: Mulliken charge in e.
CARTESIAN COORDINATES (ANGSTROEM)
C (0.47, -0.17, 0.37)  -0.526
O (-4.10, -1.11, 0.45)  -0.459
O (-1.99, -1.48, -0.61)  -0.433
O (-2.66, 0.90, -0.48)  -0.201
F (-3.56, 1.87, -0.09)  -0.148
S (-0.05, -1.22, -0.85)  0.162
S (-2.76, -0.67, 0.42)  0.728
H (-0.06, 0.85, 0.35)  0.305
H (0.62, -0.79, 1.24)  0.318
H (-0.54, -0.24, -1.65)  0.255

***

The following is a DFT calculation (the ωB97M-V functional and the def2-TZVPD basis) of a cluster of 2 separate species, CH3FOS in total at a distorted geometry.

Properties
energy relative to the best compared isomer or geometry (same formula, charge and spin): 63.8 kcal/mol
E_LUMO (alpha / beta): -0.877 / -0.210 eV
highest occupied orbital energy (alpha / beta): -9.121 / -9.076 eV
spin multiplicity: 1

Last column: Mulliken charge in e.
CARTESIAN COORDINATES (ANGSTROEM)
C (-1.25, 0.05, -0.01)  -1.021
O (2.01, -1.13, 0.55)  -0.364
F (1.74, 1.27, 0.12)  -0.260
S (1.49, -0.27, -0.46)  0.582
H (-1.58, -0.40, -0.98)  0.312
H (-1.03, 1.13, 0.05)  0.371
H (-1.38, -0.65, 0.72)  0.380

***

The following is a DFT calculation (the ωB97M-V functional and the def2-TZVPD basis) of a cluster of 2 separate species, CH3FOS in total at a distorted geometry.

Properties
energy relative to the best compared isomer or geometry (same formula, charge and spin): 50.8 kcal/mol
E_LUMO: 0.481 eV
highest occupied orbital energy: -9.858 eV
spin multiplicity: 1

Last column: Mulliken charge in e.
CARTESIAN COORDINATES (ANGSTROEM)
C (2.02, -0.04, -0.19)  0.030
O (1.46, -1.12, 0.16)  -0.132
F (1.26, 1.04, 0.26)  -0.142
S (-1.46, -0.01, -0.45)  -0.373
H (-1.78, 1.14, -1.08)  0.180
H (0.68, -0.94, 0.62)  0.256
H (-2.19, -0.07, 0.68)  0.181

***

The following is a DFT calculation (the ωB97M-V functional and the def2-TZVPD basis) of an isolated molecule of CH3FP2 at a distorted geometry.

Properties
energy relative to the best compared isomer or geometry (same formula, charge and spin): 30.7 kcal/mol
SMILES string: [H]/P=C(/F)P
E_LUMO: -0.051 eV
highest occupied orbital energy: -9.701 eV
spin multiplicity: 1

Last column: Mulliken charge in e.
CARTESIAN COORDINATES (ANGSTROEM)
C (-0.67, -0.16, -0.14)  0.204
F (-0.92, -1.54, -0.09)  -0.231
P (-1.97, 0.88, -0.06)  -0.070
P (1.32, 0.26, 0.17)  -0.060
H (-1.12, 2.02, 0.22)  0.012
H (1.49, -1.08, 0.83)  0.080
H (1.86, -0.37, -0.93)  0.065

***

The following is a DFT calculation (the ωB97M-V functional and the def2-TZVPD basis) of a structure of composition CH3FS at a distorted geometry.

Properties
energy relative to the best compared isomer or geometry (same formula, charge and spin): 74.5 kcal/mol
E_LUMO: -0.095 eV
highest occupied orbital energy: -9.774 eV
spin multiplicity: 1

Last column: Mulliken charge in e.
CARTESIAN COORDINATES (ANGSTROEM)
C (-0.28, -0.35, 0.35)  0.060
F (-0.35, -0.43, -1.02)  -0.115
S (0.74, -1.50, 1.03)  -0.115
H (-0.38, 2.29, -0.40)  -0.055
H (-0.98, 2.36, 0.10)  0.066
H (1.26, -2.37, -0.06)  0.159